[1]
The following is a DFT calculation (ωB97M-V with the def2-TZVPD basis set) of a single C3H2ClFN2 molecule.

```
9
Properties=species:S:1:pos:R:3:forces:R:3:lowdin_charge:R:1
F 0.9294 1.5577 -0.4211 -0.35 -1.12 -0.08 -0.02
C 0.5827 0.2326 -0.0872 2.34 2.10 2.11 -0.82
Cl 2.0777 -0.6508 0.1967 0.20 -0.13 0.22 0.73
C -0.3500 0.2572 1.1402 -1.59 -1.52 -2.40 -0.05
N -1.4743 -0.2541 0.7167 1.28 1.81 3.90 0.04
N -1.3886 -0.5694 -0.5913 -1.35 -1.93 -2.96 0.04
C -0.2313 -0.4351 -1.0707 -1.26 0.96 0.98 -0.14
H -0.1642 0.5391 2.1577 0.18 0.22 0.12 0.12
H 0.0185 -0.6773 -2.0409 0.54 -0.39 -1.89 0.11
```
Positions in Å, forces in eV/Å.

Computed properties:
- Energy above the lowest of the compared OMol25 structures with the same formula, charge and spin: 41.4 kcal/mol
- Structure (SMILES): FC1(Cl)C=NN=C1
- HOMO: -10.3 eV
- HOMO-LUMO gap: 0.34051 Ha



[2]
The following is a DFT calculation (ωB97M-V with the def2-TZVPD basis set) of 2 unconnected molecules or ions with the total composition C5H8N.

```
14
Properties=species:S:1:pos:R:3:forces:R:3:lowdin_charge:R:1
C -3.2506 -0.1164 -0.3908 -2.98 0.65 -0.28 0.06
C 2.0816 -0.7061 0.1731 1.08 -3.37 0.37 -0.08
C 1.8494 0.4300 -0.8744 0.96 -0.54 2.33 -0.05
C -0.9795 0.2165 0.6675 -1.71 -0.91 -1.79 0.16
C 1.3119 0.4530 0.4415 -3.10 -0.69 -0.49 -0.05
N -2.1840 0.0372 0.2226 4.98 -0.05 1.08 -0.04
H -3.8166 0.8668 -0.5600 0.58 -1.63 -0.05 0.14
H -3.8054 -1.1210 -0.5856 1.54 1.72 0.27 0.15
H 1.5095 -1.7031 -0.0310 0.92 2.13 -0.05 0.16
H 3.0716 -1.0287 0.6853 -1.78 1.24 -0.63 0.16
H 2.5244 1.2290 -0.9446 1.19 0.83 -0.79 0.12
H 1.3359 0.0841 -1.6814 -1.36 -0.49 -2.20 0.10
H -0.8481 0.1581 1.7165 -0.61 0.17 1.25 0.07
H 1.2000 1.2006 1.1613 0.30 0.95 0.99 0.10
```
Positions in Å, forces in eV/Å.

Computed properties:
- Energy above the lowest of the compared OMol25 structures with the same formula, charge and spin: 148.0 kcal/mol
- HOMO (spin up / spin down): -14.0 / -14.0 eV
- HOMO-LUMO gap (spin up / spin down): 0.31987 / 0.31991 Ha
- Total charge: +1



[3]
The following is a DFT calculation (ωB97M-V with the def2-TZVPD basis set) of a molecular structure, C2HO4Tl.

```
8
Properties=species:S:1:pos:R:3:forces:R:3:lowdin_charge:R:1
O -0.7816 -0.6193 -0.5808 -0.20 -3.67 1.46 -0.32
C -0.0364 -0.9341 0.5270 -4.32 6.40 0.90 -0.45
O -0.3721 -1.3418 1.6226 1.29 -1.11 -2.32 0.10
O 0.5376 1.3185 1.5556 -0.53 -0.01 -0.12 0.16
C 0.5448 0.6545 0.4137 3.79 -3.01 2.21 -0.46
O 1.2666 0.9653 -0.5242 -0.22 1.63 0.49 -0.15
Tl 0.5968 -0.3345 -2.2781 0.36 -0.57 -2.37 0.98
H 1.2343 1.9916 1.5425 -0.17 0.33 -0.25 0.14
```
Positions in Å, forces in eV/Å.

Computed properties:
- Energy above the lowest of the compared OMol25 structures with the same formula, charge and spin: 57.5 kcal/mol
- HOMO: -9.4 eV
- HOMO-LUMO gap: 0.33668 Ha



[4]
The following is a DFT calculation (ωB97M-V with the def2-TZVPD basis set) of 6 unconnected molecules or ions with the total composition C23H43BN5O.

```
73
Properties=species:S:1:pos:R:3:forces:R:3:lowdin_charge:R:1
B 1.1062 1.0064 2.2102 0.12 -0.35 0.20 -0.47
C 2.6305 0.7883 1.5961 -0.20 -0.30 -0.20 -0.24
C 2.6326 -0.5071 0.8433 -0.36 -0.24 0.39 -0.38
C 2.6748 -1.7721 1.5782 0.57 0.39 -0.44 -0.14
O 3.8211 -1.3423 0.8026 -0.18 0.03 -0.14 -0.10
H 0.3091 0.9209 1.2759 -0.02 0.21 0.13 -0.01
H 0.8753 0.0527 2.9836 -0.04 0.09 -0.04 0.00
H 0.9698 2.0500 2.8559 0.05 0.03 -0.17 -0.01
H 3.4114 0.6855 2.3617 -0.02 0.29 0.02 0.08
H 2.8955 1.5842 0.8884 0.17 0.11 0.20 0.07
H 2.0462 -0.5145 -0.0786 0.18 -0.04 0.02 0.10
H 2.8402 -1.7026 2.6492 -0.20 -0.19 0.00 0.10
H 2.1934 -2.6577 1.1758 -0.12 -0.04 0.23 0.09
C -1.2301 -0.7625 -3.4696 -0.12 0.03 -0.03 -0.13
C -0.1620 0.1734 -4.0139 -0.06 -0.10 0.05 -0.26
C 0.7202 0.7582 -2.9025 0.03 -0.07 -0.08 -0.17
C -0.0833 1.5329 -1.9645 0.05 0.03 0.20 -0.23
N -0.7383 2.1422 -1.2456 -0.19 0.18 -0.11 0.17
H -1.9120 -0.2275 -2.8058 0.03 -0.01 0.05 0.07
H -1.8170 -1.1898 -4.2818 0.04 0.02 -0.03 0.06
H -0.7865 -1.5806 -2.9045 -0.03 -0.01 0.07 0.03
H -0.6484 0.9896 -4.5488 0.14 -0.05 -0.08 0.06
H 0.4690 -0.3667 -4.7218 0.04 0.05 0.01 0.09
H 1.4878 1.4179 -3.3126 0.02 -0.02 0.01 0.12
H 1.2278 -0.0280 -2.3392 -0.05 0.04 0.02 0.09
C -3.6295 5.6304 -5.0032 -0.02 0.00 0.02 -0.12
C -3.0469 5.0325 -3.7291 0.00 0.05 -0.04 -0.26
C -1.9091 4.0406 -3.9968 -0.09 -0.03 0.06 -0.19
C -2.3716 2.9149 -4.8126 -0.02 0.01 -0.09 -0.24
N -2.7582 2.0559 -5.4709 -0.03 0.11 0.04 0.16
H -4.0665 4.8567 -5.6362 0.02 -0.01 -0.01 0.07
H -4.4123 6.3528 -4.7697 0.00 0.00 0.00 0.07
H -2.8603 6.1454 -5.5830 0.00 0.00 0.00 0.07
H -3.8296 4.5251 -3.1630 0.01 0.00 0.02 0.11
H -2.6559 5.8261 -3.0903 0.02 -0.03 0.03 0.11
H -1.5110 3.6458 -3.0604 0.00 -0.03 0.00 0.08
H -1.0891 4.5297 -4.5275 -0.01 -0.01 -0.02 0.12
C -2.9960 -2.5149 2.8152 0.01 0.01 0.02 -0.12
C -2.3805 -1.1223 2.8503 0.02 -0.07 0.00 -0.26
C -2.3253 -0.4558 1.4729 -0.10 0.07 0.08 -0.19
C -1.4935 -1.2020 0.5351 0.42 0.28 0.05 -0.23
N -0.7327 -1.7100 -0.1587 -0.14 -0.35 -0.20 0.18
H -2.4038 -3.1877 2.1914 -0.01 0.00 -0.02 0.07
H -3.0400 -2.9421 3.8178 0.00 0.00 0.00 0.06
H -4.0130 -2.4917 2.4137 0.00 0.00 -0.01 0.07
H -1.3678 -1.1626 3.2533 -0.01 0.05 0.00 0.09
H -2.9559 -0.4768 3.5158 0.02 0.02 0.00 0.10
H -1.8678 0.5341 1.5515 0.04 -0.03 -0.03 0.10
H -3.3244 -0.3448 1.0429 -0.01 -0.02 0.02 0.11
C 2.0832 -2.8252 -2.1367 0.04 -0.02 0.02 -0.09
C 1.6038 -4.2446 -2.4013 -0.04 0.05 0.02 -0.25
C 1.6449 -4.6124 -3.8917 -0.06 -0.05 0.07 -0.19
C 0.7769 -3.7435 -4.6896 0.18 0.12 0.08 -0.22
N 0.1261 -3.0033 -5.2774 -0.06 -0.12 -0.17 0.17
H 1.4378 -2.0974 -2.6265 -0.03 -0.05 -0.08 0.04
H 2.0661 -2.5954 -1.0743 0.02 -0.02 0.02 0.05
H 3.1049 -2.6804 -2.4971 -0.01 0.00 0.02 0.09
H 0.5852 -4.3724 -2.0292 0.01 0.03 0.02 0.11
H 2.2335 -4.9557 -1.8626 -0.01 -0.03 -0.03 0.11
H 1.3319 -5.6449 -4.0573 0.03 0.00 0.02 0.11
H 2.6637 -4.5092 -4.2718 -0.01 0.00 -0.04 0.12
C 2.5846 0.5344 5.8323 -0.09 -0.08 -0.06 -0.10
C 1.8887 1.1326 7.0451 0.02 0.04 -0.08 -0.26
C 0.9452 0.1571 7.7564 0.06 -0.02 0.04 -0.20
C -0.1700 -0.3243 6.9384 0.04 0.12 -0.02 -0.23
N -1.0742 -0.6894 6.3342 -0.08 -0.08 -0.03 0.15
H 1.8717 0.2704 5.0473 0.02 0.02 -0.02 0.05
H 3.2787 1.2518 5.3961 0.00 -0.01 -0.01 0.08
H 3.1481 -0.3613 6.1086 0.01 0.00 0.00 0.07
H 1.3319 2.0236 6.7490 -0.03 -0.02 0.00 0.11
H 2.6303 1.4496 7.7833 -0.03 0.03 0.03 0.10
H 0.5086 0.6279 8.6398 0.02 -0.03 0.02 0.11
H 1.5052 -0.7182 8.0951 -0.01 0.00 0.01 0.11
```
Positions in Å, forces in eV/Å.

Computed properties:
- HOMO: -5.1 eV
- HOMO-LUMO gap: 0.28623 Ha
- Total charge: -1



[5]
The following is a DFT calculation (ωB97M-V with the def2-TZVPD basis set) of 2 unconnected molecules or ions with the total composition C4H13NO2.

```
20
Properties=species:S:1:pos:R:3:forces:R:3:lowdin_charge:R:1
C 0.5022 -0.5383 2.4546 0.30 0.59 -0.51 0.03
N 0.6666 -0.2586 0.9856 -1.38 -2.02 3.33 0.10
C -0.5249 -0.2974 0.2104 0.08 0.99 -1.92 -0.14
C -0.2844 -0.4462 -1.2866 1.04 0.06 0.05 -0.38
C -1.6293 -0.3987 -2.0189 0.96 -0.40 -0.96 -0.03
O 0.6992 0.5810 -1.7405 -2.01 -1.44 0.12 -0.05
H 1.4339 -0.4211 3.0189 0.05 -0.45 -0.60 0.12
H -0.1296 0.2247 2.8784 -0.71 0.16 -0.04 0.11
H 0.0306 -1.5439 2.5512 0.40 0.62 -0.05 0.14
H 1.5638 -0.5945 0.7006 0.74 0.01 -1.23 0.17
H -1.0760 0.6357 0.3458 0.08 0.35 0.45 0.17
H -1.2341 -1.0767 0.4957 0.29 -0.25 0.63 0.17
H 0.1897 -1.4441 -1.4018 -0.20 0.44 -0.37 0.15
H -2.2815 0.4228 -1.6798 0.36 -0.25 -0.39 0.10
H -2.1465 -1.3695 -1.9309 0.11 0.45 0.13 0.10
H -1.3324 -0.3311 -3.1031 -0.82 0.23 0.86 0.11
H 0.4970 0.6389 -2.6987 0.56 0.29 0.69 0.10
H 2.1045 2.6113 0.4374 -0.16 0.62 0.81 0.07
H 1.4041 1.3729 0.6306 -0.07 1.85 1.15 0.02
O 1.5471 2.2329 1.1510 0.38 -1.86 -2.15 -0.06
```
Positions in Å, forces in eV/Å.

Computed properties:
- Energy above the lowest of the compared OMol25 structures with the same formula, charge and spin: 39.2 kcal/mol
- <S²>: 0.755
- Multiplicity: 2
- HOMO (spin up / spin down): -15.0 / -15.0 eV
- HOMO-LUMO gap (spin up / spin down): 0.43959 / 0.25235 Ha
- Total charge: +1



[6]
The following is a DFT calculation (ωB97M-V with the def2-TZVPD basis set) of a single C4H8N2O molecule.

```
15
Properties=species:S:1:pos:R:3:forces:R:3:lowdin_charge:R:1
C 2.0639 -1.1779 -0.2930 1.76 -1.46 -1.16 0.02
C 1.4343 -0.0442 -0.0640 -2.12 0.68 -0.76 -0.48
C 2.1203 1.2015 0.2747 1.09 1.73 -0.52 -0.08
N 0.0291 0.2002 -0.3111 -0.47 -1.70 1.34 0.09
C -0.7829 -0.5340 0.3894 3.68 0.69 -1.30 -0.26
N -2.1083 -0.5009 0.2911 -2.45 0.79 1.81 -0.08
O -2.6781 0.5532 -0.4647 2.70 2.04 1.05 -0.08
H 1.6408 -2.0565 -0.8239 -0.08 0.71 0.82 0.07
H 3.1975 -1.2009 -0.2462 -1.56 0.07 0.21 0.08
H 1.7726 2.0744 -0.3782 0.26 -1.29 0.87 0.10
H 3.1766 1.0210 0.0142 -0.18 0.53 0.61 0.07
H 1.9866 1.5008 1.3286 0.16 -0.11 -0.39 0.08
H -0.4403 -1.2530 1.1514 -0.03 0.15 -0.27 0.14
H -2.3845 -0.4523 1.3193 -0.65 -0.07 -1.76 0.16
H -1.9830 1.3744 -0.3505 -2.10 -2.76 -0.54 0.17
```
Positions in Å, forces in eV/Å.

Computed properties:
- Energy above the lowest of the compared OMol25 structures with the same formula, charge and spin: 95.6 kcal/mol
- Structure (SMILES): C=C(C)/N=C/NO
- HOMO: -9.0 eV
- HOMO-LUMO gap: 0.35717 Ha



[7]
The following is a DFT calculation (ωB97M-V with the def2-TZVPD basis set) of a single C10H16N2 molecule.

```
28
Properties=species:S:1:pos:R:3:forces:R:3:lowdin_charge:R:1
H 0.8794 -2.4457 -0.8752 0.79 -0.41 0.36 0.04
N 0.9485 -1.6939 -1.5459 -0.71 -0.22 -0.42 0.17
C 0.5084 -0.6210 -1.0357 1.20 -1.30 -0.77 -0.41
C 0.1427 0.4297 -2.0357 0.42 -1.63 -0.21 -0.01
C 0.3553 -0.4364 0.4656 -0.38 0.93 -1.64 -0.34
C 0.5771 -1.6834 1.1703 -0.47 0.11 -0.34 -0.18
N 0.4059 -2.7057 1.6511 0.48 -0.86 0.58 0.21
C 1.4479 0.6552 0.8526 -1.66 -0.36 -3.51 -0.16
C 2.7819 0.2591 0.3041 1.69 -0.06 0.54 -0.09
C -1.1123 -0.0821 0.8065 1.15 0.98 -0.91 -0.25
C -1.0910 1.0282 1.7507 -1.50 -0.07 1.73 -0.06
C -2.2253 -0.5662 0.2688 0.62 1.33 0.96 -0.09
C -2.3985 -1.3478 -0.9484 1.00 -2.30 1.98 -0.07
H -0.6672 -0.0587 -2.5488 -0.81 0.58 -0.14 0.07
H -0.0385 1.3450 -1.6192 -1.17 2.38 1.02 0.05
H 0.8291 0.6013 -2.8374 1.09 -0.32 -0.16 0.09
H 1.0468 1.6254 0.4344 0.89 -0.95 0.65 0.13
H 1.3999 0.6024 1.8616 0.36 0.67 3.24 0.07
H 3.0549 -0.7837 0.3966 -0.46 -0.56 0.51 0.08
H 2.9285 0.3945 -0.7333 -0.38 0.53 -1.33 0.06
H 3.6490 0.7628 0.7461 -0.43 0.31 0.30 0.09
H -0.5875 0.6758 2.6148 0.61 -0.22 1.32 0.08
H -0.5322 1.9117 1.4821 -0.39 0.27 -0.51 0.08
H -2.1008 1.2357 2.0962 -0.08 0.52 -0.13 0.09
H -3.1283 -0.2401 0.7850 -0.01 0.20 -0.32 0.12
H -1.6686 -2.1551 -1.0137 -0.09 -0.11 -0.07 0.09
H -2.2973 -0.7858 -1.7991 -0.16 1.46 -2.08 0.04
H -3.3463 -1.7704 -0.8346 -1.59 -0.91 -0.63 0.07
```
Positions in Å, forces in eV/Å.

Computed properties:
- Energy above the lowest of the compared OMol25 structures with the same formula, charge and spin: 43.8 kcal/mol
- Structure (SMILES): [H]/N=C(/C)[C@@](C#N)(CC)/C(C)=C\C
- HOMO: -9.2 eV
- HOMO-LUMO gap: 0.36278 Ha



[8]
The following is a DFT calculation (ωB97M-V with the def2-TZVPD basis set) of a gas-phase ion, C4H8IN2 (charge +1).

```
15
Properties=species:S:1:pos:R:3:forces:R:3:lowdin_charge:R:1
C 0.9783 0.9675 1.2880 3.34 -0.54 -0.22 0.01
C 0.4308 0.6246 0.0040 0.35 -1.68 -2.95 -0.28
C 1.1644 0.8470 -1.3195 1.48 -1.28 1.75 0.03
N -0.6197 -0.0845 -0.0702 -1.26 -0.67 0.42 0.11
C -1.6655 -0.8277 0.0314 -0.23 1.47 -0.49 -0.79
N -1.5957 -2.1590 -0.0912 0.66 -0.29 0.66 0.11
I -3.5916 0.1162 -0.0073 0.88 -0.49 0.20 0.94
H 1.5782 1.8519 1.3465 -0.25 1.10 -0.37 0.10
H 1.8264 0.2613 1.5694 -1.41 0.08 -0.29 0.15
H 0.1847 0.9567 1.9222 -1.72 0.01 2.58 0.07
H 0.7058 0.3844 -2.1589 -0.68 -0.27 -0.50 0.08
H 2.2230 0.4173 -1.2525 -1.34 0.65 0.18 0.13
H 1.2494 1.8830 -1.4416 0.30 1.64 -0.47 0.07
H -0.6140 -2.4354 -0.2064 -0.76 -0.61 0.20 0.13
H -2.2545 -2.8033 0.3862 0.62 0.87 -0.71 0.14
```
Positions in Å, forces in eV/Å.

Computed properties:
- Energy above the lowest of the compared OMol25 structures with the same formula, charge and spin: 25.4 kcal/mol
- Structure (SMILES): CC(C)=NC(=[NH2+])I
- HOMO: -14.0 eV
- HOMO-LUMO gap: 0.35164 Ha
- Total charge: +1